Computed, not measured: a structure of composition C33H75HgN6O11 in a non-equilibrium geometry, with ωB97M-V with the def2-TZVPD basis set.

Results
E_tot	-71071.96975	eV
total charge	-1
E_HOMO	-0.1494	Eh
Kohn-Sham gap	5.87	eV
LUMO	1.806	eV

Element x y z (Å)
Hg 7.64396 12.34937 -1.74848
C 10.69083 14.60214 -3.25596
C 10.71497 13.06122 -3.22382
C 11.74877 12.54636 -2.25361
O 9.45010 12.54785 -3.08075
H 10.00862 14.87654 -4.06157
H 11.67470 15.06028 -3.40286
H 10.27957 15.05208 -2.34703
H 11.04645 12.83317 -4.25755
H 11.86884 11.45888 -2.26270
H 11.53916 12.82745 -1.21776
H 12.72141 12.98628 -2.48657
C 7.96372 13.43520 2.59275
C 7.99707 13.37572 1.22710
C 8.09633 14.62328 0.39194
O 7.94961 14.59324 -0.88876
C 8.31733 15.83746 1.00486
C 8.36489 15.98017 2.42810
C 8.11651 14.68956 3.29173
O 8.10766 14.80566 4.50672
O 8.52952 17.04176 3.01358
O 7.89868 12.22028 0.64909
H 7.97677 12.52530 3.17624
H 8.50388 16.72641 0.41813
C 3.05561 12.85570 -2.13917
C 4.47164 12.39656 -2.33865
C 4.98351 12.84266 -3.69665
O 6.38096 12.52558 -3.86035
C 6.77338 12.75011 -5.20187
N 5.37134 12.95503 -1.31020
H 2.40806 12.48906 -2.94505
H 2.96729 13.94486 -2.24478
H 2.58541 12.64116 -1.18007
H 4.50855 11.30344 -2.27595
H 4.92560 13.92814 -3.82980
H 4.40274 12.38234 -4.50112
H 6.28718 12.05602 -5.88912
H 7.85597 12.61176 -5.23647
H 6.65242 13.79264 -5.51218
H 5.17177 13.95779 -1.30416
H 5.02706 12.66293 -0.39530
C 11.62881 12.29538 1.98397
C 10.87786 10.97145 2.18739
C 11.54779 9.83863 1.40377
O 10.70424 8.70753 1.32571
C 11.33111 7.56964 0.79184
N 10.73553 10.73711 3.61847
H 10.92899 13.11584 2.14646
H 11.98199 12.36177 0.95318
H 12.45816 12.43772 2.67694
H 9.89502 11.06534 1.71554
H 12.52343 9.54641 1.82310
H 11.75192 10.18882 0.37960
H 12.02312 7.84837 -0.01247
H 10.61102 6.89135 0.32852
H 11.83098 7.04828 1.61783
H 10.33183 9.80341 3.71657
H 11.61550 10.64674 4.11818
C 9.59754 9.59922 -1.80671
C 8.32916 9.36325 -2.61545
C 8.08958 7.87216 -2.83822
O 9.15100 7.22602 -3.49783
C 8.95182 5.83857 -3.59539
N 7.24111 9.97962 -1.82096
H 9.67533 8.98085 -0.90805
H 9.77847 10.61464 -1.44866
H 10.48595 9.42783 -2.42114
H 8.26783 9.87874 -3.57637
H 7.22064 7.81065 -3.51685
H 7.78876 7.38693 -1.90088
H 8.33911 5.59334 -4.46963
H 8.45109 5.46064 -2.69332
H 9.90427 5.30854 -3.61129
H 6.38346 9.73935 -2.31886
H 7.26875 9.55349 -0.89578
C 9.01844 18.78637 -5.32163
C 9.10480 17.51026 -6.09554
C 10.52800 16.95709 -6.10336
O 10.51685 15.66663 -6.66793
C 11.73681 14.97344 -6.48512
N 8.15903 16.53927 -5.48668
H 9.53012 19.62677 -5.80652
H 9.44071 18.70812 -4.31537
H 8.00009 19.15885 -5.19449
H 8.74200 17.66336 -7.11796
H 10.99033 16.99257 -5.10999
H 11.14611 17.63250 -6.72017
H 12.51862 15.60639 -6.92233
H 11.68598 13.98679 -6.93862
H 12.02252 14.81573 -5.44374
H 8.37084 16.47450 -4.48688
H 8.50213 15.62563 -5.78956
C 13.21410 17.94218 0.37019
C 12.33161 16.82399 -0.15819
C 12.43263 15.62028 0.79947
O 13.74042 15.09425 0.93796
C 14.05184 14.29217 -0.18876
N 10.96967 17.31771 -0.34598
H 12.86382 18.14455 1.38581
H 13.06741 18.87234 -0.18500
H 14.27746 17.71742 0.31984
H 12.68581 16.45170 -1.12441
H 11.62833 14.88697 0.61808
H 12.04288 15.85391 1.80251
H 13.37500 13.45088 -0.31742
H 15.02477 13.83533 0.01989
H 14.15407 14.91947 -1.07685
H 10.59986 17.50723 0.59140
H 10.37174 16.52204 -0.58307
C 14.94791 13.38321 -4.06969
C 14.96843 11.85496 -4.34711
C 14.35704 11.59690 -5.73024
O 13.88806 10.27709 -5.90934
C 12.57770 10.12552 -5.40581
N 16.36935 11.38660 -4.28621
H 15.20972 13.58100 -3.02855
H 13.89579 13.69147 -4.08397
H 15.53913 13.92543 -4.80548
H 14.43917 11.37533 -3.52123
H 15.04912 11.82713 -6.54253
H 13.53676 12.32386 -5.79585
H 12.23453 9.12113 -5.63745
H 11.88776 10.83220 -5.89535
H 12.44639 10.39691 -4.35241
H 16.87724 11.95555 -3.60927
H 16.79427 11.75617 -5.14178

Cartesian forces (eV/Å) of the 3 atoms listed first:
Hg 1.77 1.15 1.00
C -0.27 0.13 0.52
C -0.58 0.87 -0.33